Formula: CH4N3
Source: the Open Molecules 2025 dataset
Level of theory: the ωB97M-V functional and the def2-TZVPD basis

Computed properties:
**DFT total energy**: -204.32564 a.u.
**F_max**: 4.8 eV Å⁻¹
**Total charge**: +1
**Gap between HOMO and LUMO (spin up / spin down)**: 8.979 / 8.489 eV

Last column: natural (NBO) charge in e.
Positions of all 8 atoms, in Å:
C1 -0.42 0.43 -0.23  0.51
N1 1.46 -0.50 -0.21  -0.37
N2 0.87 0.56 0.06  -0.25
N3 -1.55 -0.06 -0.01  -0.63
H1 2.52 -0.70 -0.27  0.42
H2 1.20 1.52 0.10  0.44
H3 -1.79 -0.80 0.71  0.44
H4 -2.27 0.20 -0.64  0.45

---

Formula: C27H22N6O3STc
Source: the Open Molecules 2025 dataset
Level of theory: the ωB97M-V functional and the def2-TZVPD basis

Computed properties:
**DFT total energy**: -2074.89430 a.u.
**Multiplicity**: 4
**F_max**: 1.7 eV Å⁻¹
**⟨S²⟩**: 3.775
**Total charge**: +2
**Gap between HOMO and LUMO (spin up / spin down)**: 6.987 / 5.074 eV

Last column: Löwdin spin population.
Positions of all 60 atoms, in Å:
Tc1 0.29 0.72 -0.40  2.32
O1 -2.33 -3.16 -3.20  0.00
C1 -1.54 -2.53 -4.09  0.00
C2 -1.45 -3.10 -5.36  0.00
C3 -0.66 -2.53 -6.32  0.00
C4 0.07 -1.37 -6.07  0.00
C5 -0.02 -0.79 -4.83  0.00
C6 -0.81 -1.36 -3.81  0.00
C7 -0.82 -0.73 -2.51  0.01
O2 -0.12 0.37 -2.31  0.10
N1 -1.52 -1.24 -1.52  0.04
N2 -1.34 -0.48 -0.40  0.03
C8 -2.24 -0.50 0.55  0.04
C9 -2.45 0.58 1.44  0.05
C10 -3.41 0.45 2.47  0.00
C11 -3.86 1.55 3.15  0.03
C12 -3.41 2.83 2.77  0.01
C13 -2.49 3.00 1.76  0.01
C14 -1.94 1.88 1.12  0.03
O3 -1.01 2.06 0.20  0.19
H1 -2.33 -2.67 -2.36  0.00
H2 -2.03 -3.99 -5.55  0.00
H3 -0.60 -2.99 -7.30  0.00
H4 0.70 -0.93 -6.83  0.00
H5 0.52 0.13 -4.61  0.00
H6 -2.95 -1.32 0.54  0.00
H7 -3.80 -0.53 2.71  0.00
H8 -4.59 1.44 3.94  0.00
H9 -3.81 3.70 3.27  0.00
H10 -2.16 3.98 1.46  0.00
N3 3.71 -1.15 -1.83  0.01
C15 3.05 -2.37 -1.74  0.00
C16 3.40 -3.65 -2.18  0.00
C17 2.48 -4.65 -1.94  0.00
C18 1.27 -4.39 -1.25  0.00
C19 0.94 -3.13 -0.82  0.00
C20 1.85 -2.10 -1.09  0.00
N4 1.81 -0.73 -0.81  0.01
C21 2.94 -0.22 -1.27  0.01
C22 3.15 1.22 -1.21  0.01
C23 4.23 2.00 -1.45  0.00
S1 3.84 3.64 -1.20  0.01
C24 2.26 3.22 -0.77  0.02
N5 2.03 1.93 -0.82  0.01
H11 4.60 -0.99 -2.27  0.00
H12 4.33 -3.84 -2.69  0.00
H13 2.69 -5.65 -2.27  0.00
H14 0.59 -5.21 -1.07  0.00
H15 0.02 -2.95 -0.28  0.00
H16 5.22 1.70 -1.75  0.00
H17 1.51 3.95 -0.51  0.00
C25 0.45 0.38 5.01  0.00
C26 1.58 0.84 4.07  0.01
C27 1.17 0.80 2.67  0.05
N6 0.85 0.77 1.58  0.01
H18 0.76 0.55 6.04  0.00
H19 0.24 -0.68 4.89  0.00
H20 -0.47 0.95 4.84  0.00
H21 2.46 0.21 4.19  0.00
H22 1.87 1.87 4.29  0.00

---

Formula: C3H6BrO4S
Source: the Open Molecules 2025 dataset
Level of theory: the ωB97M-V functional and the def2-TZVPD basis

Computed properties:
**DFT total energy**: -3391.07588 a.u.
**F_max**: 5.4 eV Å⁻¹
**Total charge**: -1
**Gap between HOMO and LUMO**: 8.102 eV

Last column: natural (NBO) charge in e.
Positions of all 15 atoms, in Å:
C1 0.82 0.47 -0.10  -0.64
C2 1.83 -0.60 -0.74  -0.52
C3 1.02 -1.39 -1.81  0.79
O1 -0.42 -3.82 0.70  -0.91
O2 0.15 -2.10 -1.27  -0.78
O3 -1.50 -1.56 0.84  -0.97
O4 1.06 -1.09 -2.99  -0.68
S1 -0.23 -2.11 0.71  1.57
Br1 -0.14 -2.20 2.85  -0.39
H1 0.82 1.41 -0.74  0.21
H2 -0.21 -0.05 -0.26  0.23
H3 0.83 0.53 0.95  0.22
H4 2.28 -1.22 -0.05  0.20
H5 2.67 -0.03 -1.34  0.19
H6 0.09 -4.10 -0.08  0.49

---

Formula: C4H5NO
Source: the Open Molecules 2025 dataset
Level of theory: the ωB97M-V functional and the def2-TZVPD basis

Computed properties:
**DFT total energy**: -285.31761 a.u.
**SMILES string**: Nc1ccoc1
**F_max**: 3.4 eV Å⁻¹
**Gap between HOMO and LUMO**: 9.717 eV

Last column: natural (NBO) charge in e.
Positions of all 11 atoms, in Å:
N1 -0.17 -0.17 -1.78  -0.86
C1 -0.09 0.01 -0.38  0.00
C2 0.94 -0.73 0.06  0.02
O1 1.08 -0.60 1.42  -0.41
C3 0.07 0.26 1.80  0.10
C4 -0.68 0.67 0.75  -0.33
H1 -0.93 -0.73 -2.14  0.38
H2 0.11 0.59 -2.37  0.38
H3 1.21 -1.13 -1.00  0.28
H4 0.00 0.49 2.86  0.21
H5 -1.53 1.34 0.78  0.23

---

Formula: C30H66O13
Source: the Open Molecules 2025 dataset
Level of theory: the ωB97M-V functional and the def2-TZVPD basis

Computed properties:
**DFT total energy**: -2160.74431 a.u.
**SMILES string**: CC[C@H](C)[C@]1(CCCCOC=O)C(=O)O[C@H](CCCOC(C)=O)[C@H]1O.CCO.CCO.CCO.CCO.CCO.CCO
**F_max**: 2.9 eV Å⁻¹
**Gap between HOMO and LUMO**: 9.846 eV

Last column: Mulliken charge in e.
Positions of all 109 atoms, in Å:
C1 2.86 1.31 -0.51  -1.47
C2 1.71 1.60 0.48  -0.78
C3 0.37 1.90 -0.22  0.03
C4 -0.31 3.12 0.43  -2.05
C5 -0.53 0.67 -0.28  3.29
C6 -1.95 0.89 -0.87  -1.81
C7 -2.06 1.79 -2.11  -1.26
C8 -2.04 1.13 -3.49  -0.26
C9 -2.90 -0.10 -3.66  -0.62
O1 -4.29 0.24 -3.60  -0.41
C10 -4.89 0.03 -2.41  0.19
O2 -5.65 0.83 -1.88  -0.52
C11 -0.81 0.09 1.11  -0.38
O3 -1.16 0.67 2.15  -0.85
O4 -0.73 -1.27 1.08  -0.41
C12 -0.54 -1.73 -0.26  0.56
C13 0.14 -3.08 -0.27  -1.58
C14 0.52 -3.58 -1.66  -0.43
C15 1.90 -3.13 -2.13  -0.07
O5 1.80 -2.73 -3.51  -0.45
C16 2.61 -1.71 -3.87  0.86
C17 2.10 -0.92 -5.03  -1.07
O6 3.69 -1.48 -3.29  -0.64
C18 0.19 -0.55 -0.89  -0.76
O7 0.26 -0.50 -2.31  -0.06
H1 3.47 0.47 -0.19  0.47
H2 3.51 2.17 -0.63  0.44
H3 2.48 1.06 -1.51  0.21
H4 1.63 0.77 1.17  0.21
H5 2.00 2.48 1.03  0.85
H6 0.60 2.18 -1.25  0.73
H7 0.20 4.02 0.08  0.46
H8 -1.35 3.22 0.14  0.42
H9 -0.22 3.09 1.51  0.39
H10 -2.52 1.37 -0.08  0.42
H11 -2.41 -0.07 -1.03  0.50
H12 -3.00 2.34 -2.03  0.48
H13 -1.28 2.55 -2.11  0.51
H14 -2.44 1.86 -4.19  0.35
H15 -1.03 0.91 -3.83  0.33
H16 -2.73 -0.53 -4.64  0.48
H17 -2.67 -0.89 -2.94  0.21
H18 -4.71 -0.98 -2.01  0.40
H19 -1.51 -1.88 -0.75  0.15
H20 -0.52 -3.79 0.22  0.47
H21 1.06 -3.02 0.33  0.42
H22 -0.21 -3.31 -2.42  -0.14
H23 0.52 -4.66 -1.61  0.77
H24 2.30 -2.34 -1.52  -0.29
H25 2.60 -3.96 -2.07  0.65
H26 1.02 -0.91 -5.07  0.20
H27 2.47 0.09 -4.92  0.33
H28 2.48 -1.34 -5.96  0.37
H29 1.22 -0.61 -0.53  -0.12
H30 -0.32 -1.17 -2.68  0.28
C19 -2.02 -0.25 6.27  -0.86
C20 -2.39 -1.25 5.19  -0.41
O8 -3.10 -0.67 4.11  -0.52
H31 -2.93 0.23 6.62  0.23
H32 -1.53 -0.74 7.11  0.39
H33 -1.36 0.53 5.89  0.28
H34 -3.07 -2.00 5.61  0.36
H35 -1.50 -1.78 4.82  0.23
H36 -2.52 -0.07 3.63  0.34
C21 -1.23 5.26 -6.35  -1.08
C22 -0.27 4.11 -6.56  -0.28
O9 -0.61 2.98 -5.76  -0.38
H37 -1.25 5.56 -5.31  0.26
H38 -0.94 6.13 -6.96  0.38
H39 -2.25 4.98 -6.64  0.33
H40 0.74 4.39 -6.26  0.27
H41 -0.24 3.82 -7.61  0.28
H42 -1.49 2.70 -6.01  0.24
C23 7.09 -0.19 -1.24  -1.00
C24 6.37 -1.35 -0.58  -0.30
O10 4.97 -1.10 -0.44  -0.37
H43 6.94 0.72 -0.66  0.24
H44 8.16 -0.39 -1.31  0.38
H45 6.70 -0.02 -2.24  0.26
H46 6.75 -1.51 0.43  0.28
H47 6.52 -2.27 -1.15  0.28
H48 4.62 -0.97 -1.32  0.09
C25 2.42 1.65 5.50  -1.09
C26 2.73 0.46 4.62  -0.30
O11 2.76 0.81 3.24  -0.38
H49 1.46 2.09 5.21  0.22
H50 2.38 1.38 6.55  0.37
H51 3.19 2.43 5.38  0.40
H52 1.96 -0.30 4.72  0.28
H53 3.69 0.01 4.91  0.25
H54 3.44 1.47 3.11  0.22
C27 -3.53 -5.79 -3.13  -1.16
C28 -2.16 -5.73 -2.47  -0.10
O12 -2.19 -5.03 -1.23  -0.40
H55 -3.91 -4.78 -3.29  0.25
H56 -3.48 -6.30 -4.09  0.35
H57 -4.24 -6.32 -2.49  0.34
H58 -1.46 -5.18 -3.11  0.26
H59 -1.76 -6.74 -2.33  0.29
H60 -2.79 -5.51 -0.65  0.25
C29 -2.88 2.81 8.73  -1.03
C30 -1.92 1.84 9.40  0.09
O13 -0.63 2.42 9.61  -0.53
H61 -2.48 3.15 7.78  0.25
H62 -3.85 2.35 8.57  0.30
H63 -3.02 3.70 9.36  0.41
H64 -1.77 0.97 8.77  -0.04
H65 -2.32 1.50 10.36  0.27
H66 -0.74 3.19 10.17  0.30

---

Formula: C2H6Hg2O2
Source: the Open Molecules 2025 dataset
Level of theory: the ωB97M-V functional and the def2-TZVPD basis

Computed properties:
**DFT total energy**: -536.22870 a.u.
**F_max**: 2.0 eV Å⁻¹
**Total charge**: +2
**Gap between HOMO and LUMO**: 6.227 eV

Last column: natural (NBO) charge in e.
Positions of all 12 atoms, in Å:
Hg1 0.53 -0.97 -1.42  1.67
Hg2 -0.31 1.02 1.34  1.67
C1 1.16 -2.03 1.54  -0.28
O1 0.96 -0.82 0.81  -0.99
H1 2.21 -2.14 1.85  0.22
H2 0.57 -2.10 2.45  0.21
H3 0.97 -2.93 0.94  0.19
C2 -1.25 2.01 -1.54  -0.27
O2 -0.69 0.84 -0.89  -1.03
H4 -1.29 2.80 -0.79  0.18
H5 -0.61 2.38 -2.34  0.21
H6 -2.25 1.93 -1.95  0.22

---

Which value of F_max does entry 6 give? 2.0 eV Å⁻¹

---

Copy entry 2 word for word.
Formula: C27H22N6O3STc
Source: the Open Molecules 2025 dataset
Level of theory: the ωB97M-V functional and the def2-TZVPD basis

Computed properties:
**DFT total energy**: -2074.89430 a.u.
**Multiplicity**: 4
**F_max**: 1.7 eV Å⁻¹
**⟨S²⟩**: 3.775
**Total charge**: +2
**Gap between HOMO and LUMO (spin up / spin down)**: 6.987 / 5.074 eV

Last column: Löwdin spin population.
Positions of all 60 atoms, in Å:
Tc1 0.29 0.72 -0.40  2.32
O1 -2.33 -3.16 -3.20  0.00
C1 -1.54 -2.53 -4.09  0.00
C2 -1.45 -3.10 -5.36  0.00
C3 -0.66 -2.53 -6.32  0.00
C4 0.07 -1.37 -6.07  0.00
C5 -0.02 -0.79 -4.83  0.00
C6 -0.81 -1.36 -3.81  0.00
C7 -0.82 -0.73 -2.51  0.01
O2 -0.12 0.37 -2.31  0.10
N1 -1.52 -1.24 -1.52  0.04
N2 -1.34 -0.48 -0.40  0.03
C8 -2.24 -0.50 0.55  0.04
C9 -2.45 0.58 1.44  0.05
C10 -3.41 0.45 2.47  0.00
C11 -3.86 1.55 3.15  0.03
C12 -3.41 2.83 2.77  0.01
C13 -2.49 3.00 1.76  0.01
C14 -1.94 1.88 1.12  0.03
O3 -1.01 2.06 0.20  0.19
H1 -2.33 -2.67 -2.36  0.00
H2 -2.03 -3.99 -5.55  0.00
H3 -0.60 -2.99 -7.30  0.00
H4 0.70 -0.93 -6.83  0.00
H5 0.52 0.13 -4.61  0.00
H6 -2.95 -1.32 0.54  0.00
H7 -3.80 -0.53 2.71  0.00
H8 -4.59 1.44 3.94  0.00
H9 -3.81 3.70 3.27  0.00
H10 -2.16 3.98 1.46  0.00
N3 3.71 -1.15 -1.83  0.01
C15 3.05 -2.37 -1.74  0.00
C16 3.40 -3.65 -2.18  0.00
C17 2.48 -4.65 -1.94  0.00
C18 1.27 -4.39 -1.25  0.00
C19 0.94 -3.13 -0.82  0.00
C20 1.85 -2.10 -1.09  0.00
N4 1.81 -0.73 -0.81  0.01
C21 2.94 -0.22 -1.27  0.01
C22 3.15 1.22 -1.21  0.01
C23 4.23 2.00 -1.45  0.00
S1 3.84 3.64 -1.20  0.01
C24 2.26 3.22 -0.77  0.02
N5 2.03 1.93 -0.82  0.01
H11 4.60 -0.99 -2.27  0.00
H12 4.33 -3.84 -2.69  0.00
H13 2.69 -5.65 -2.27  0.00
H14 0.59 -5.21 -1.07  0.00
H15 0.02 -2.95 -0.28  0.00
H16 5.22 1.70 -1.75  0.00
H17 1.51 3.95 -0.51  0.00
C25 0.45 0.38 5.01  0.00
C26 1.58 0.84 4.07  0.01
C27 1.17 0.80 2.67  0.05
N6 0.85 0.77 1.58  0.01
H18 0.76 0.55 6.04  0.00
H19 0.24 -0.68 4.89  0.00
H20 -0.47 0.95 4.84  0.00
H21 2.46 0.21 4.19  0.00
H22 1.87 1.87 4.29  0.00

---

Look up the F_max of the third one. 5.4 eV Å⁻¹

---

F_max of number 5 (C30H66O13)? 2.9 eV Å⁻¹